# 1
{"formula": "H6N4", "method": "ωB97M-V with the def2-TZVPD basis set", "e_tot_ev": -6051.383, "largest_force_ev_per_a": 18.1, "orbital_gap_ev": 7.795, "molar_mass_g_mol": 62.08, "lumo_ev": 1.025, "species": ["H", "N", "N", "H", "N", "N", "H", "H", "H", "H"], "xyz": [[-1.02912, -1.20652, 0.01540], [-1.94179, -0.59093, 0.05355], [-2.36461, 0.40388, -0.01023], [-2.27930, 1.50747, -0.17976], [2.00669, -0.63932, -0.18228], [1.75571, 0.76309, 0.17986], [2.45953, -1.02101, 0.65447], [1.11868, -1.15796, -0.13338], [0.98557, 1.06478, -0.44387], [2.55263, 1.25613, -0.19913]], "mulliken_charge": [0.1194, -0.1696, -0.1237, 0.1836, -0.5016, -0.4298, 0.2516, 0.2141, 0.2052, 0.2509]}



# 2
{"formula": "C14H20CeCl2F6O3", "method": "ωB97M-V with the def2-TZVPD basis set", "e_tot_ev": -75267.104, "largest_force_ev_per_a": 3.9, "total_charge": -2, "orbital_gap_ev": [4.687, 4.697], "molar_mass_g_mol": 561.32, "lumo_ev": [4.481, 4.491], "species": ["C", "C", "C", "C", "C", "C", "C", "C", "C", "C", "Ce", "Cl", "Cl", "O", "H", "H", "H", "H", "H", "H", "H", "H", "H", "H", "H", "H", "H", "H", "H", "H", "O", "H", "C", "C", "O", "C", "F", "F", "F", "C", "F", "F", "F", "H", "H", "H"], "xyz": [[-0.74340, 0.72062, -2.59972], [-1.57282, -0.41240, -2.34820], [-0.73234, -1.51243, -1.99335], [-3.04739, -0.44879, -2.45793], [0.61438, -1.09744, -2.14037], [0.62091, 0.30000, -2.47096], [1.82724, 1.10877, -2.74488], [-1.20396, 2.07181, -2.99462], [-1.15088, -2.84229, -1.49501], [1.78402, -2.00268, -2.12015], [0.06897, 0.70945, 0.76784], [-2.56445, 0.12738, 0.77376], [-0.23157, 3.23103, 0.77047], [2.01882, 0.02140, 0.41208], [-3.51040, 0.51982, -2.22180], [-3.49361, -1.23296, -1.83083], [-3.30499, -0.68740, -3.50073], [-1.89189, -2.77184, -0.68882], [-0.29354, -3.40515, -1.10986], [-1.59363, -3.42243, -2.30945], [1.61806, -2.87264, -1.47909], [2.69089, -1.51663, -1.75470], [1.95236, -2.38241, -3.13882], [2.71446, 0.72686, -2.22522], [1.75085, 2.13955, -2.38097], [2.02536, 1.15265, -3.82842], [-2.01102, 2.42393, -2.34568], [-1.58073, 2.04952, -4.02307], [-0.39016, 2.79692, -2.92523], [2.76075, -0.40364, 0.91012], [3.03452, 3.09822, -0.97596], [3.18727, 3.66101, -0.15445], [-1.19322, -1.33625, 4.36441], [0.12963, -0.77290, 3.90452], [0.11487, -0.13908, 2.65438], [0.51255, 0.43054, 4.87234], [0.46059, 0.19044, 6.21292], [1.77308, 0.84802, 4.60359], [-0.35089, 1.46537, 4.60609], [1.17200, -1.95330, 3.92277], [1.45994, -2.32015, 5.21167], [0.64727, -3.06434, 3.29203], [2.32356, -1.63084, 3.29589], [-2.01821, -0.78696, 3.91097], [-1.22149, -1.27924, 5.45665], [-1.30175, -2.36841, 4.03096]], "mulliken_charge": [0.4730, 0.7761, 0.6375, -1.6087, 0.5973, 0.4559, -1.5936, -1.6418, -1.7626, -1.7850, 1.1566, -0.5538, -0.4742, -0.4728, 0.3036, 0.3274, 0.3628, 0.3072, 0.3635, 0.2896, 0.3649, 0.3756, 0.2343, 0.2946, 0.4358, 0.2599, 0.3090, 0.3108, 0.4003, 0.1822, -1.0422, 0.0507, -1.7705, 0.9681, -0.3398, 0.5731, -0.2779, -0.2517, -0.2419, 0.6228, -0.2872, -0.2538, -0.2178, 0.3695, 0.3787, 0.3946]}



# 3
{"formula": "C4H3ClOS", "method": "ωB97M-V with the def2-TZVPD basis set", "e_tot_ev": -29599.982, "largest_force_ev_per_a": 0.8, "orbital_gap_ev": 7.783, "molar_mass_g_mol": 134.59, "lumo_ev": -1.057, "species": ["O", "C", "C", "C", "S", "C", "Cl", "H", "H", "H"], "xyz": [[-0.33884, -0.53569, -2.27889], [0.17324, -0.81113, -1.21915], [0.00408, 0.02072, 0.01855], [-1.18383, 0.87330, 0.24234], [-2.58628, 0.82730, -0.54149], [0.93422, 0.03101, 0.98550], [2.38796, -0.88145, 0.97753], [0.81160, -1.70134, -1.13291], [-1.02888, 1.54856, 1.06909], [0.82673, 0.62874, 1.87943]], "mulliken_charge": [-0.4086, -0.1047, 0.7650, -0.4215, -0.2043, -0.3494, -0.1487, 0.2911, 0.2442, 0.3369]}



# 4
{"formula": "C9H32N8NbO4", "method": "ωB97M-V with the def2-TZVPD basis set", "e_tot_ev": -31510.307, "largest_force_ev_per_a": 2.1, "total_charge": -1, "orbital_gap_ev": 6.006, "molar_mass_g_mol": 409.31, "lumo_ev": 1.834, "species": ["C", "C", "C", "C", "C", "Nb", "H", "H", "H", "H", "H", "H", "H", "H", "H", "H", "H", "H", "H", "H", "H", "H", "C", "O", "N", "N", "H", "H", "H", "H", "C", "O", "N", "N", "H", "H", "H", "H", "C", "O", "N", "N", "H", "H", "H", "H", "C", "O", "N", "N", "H", "H", "H", "H"], "xyz": [[0.08428, -2.04513, 2.06660], [0.86607, -0.75065, 1.86792], [0.22058, 0.48609, 2.47495], [-1.13049, 0.91870, 1.85867], [-2.37417, 0.72026, 2.79866], [-4.03583, -0.66278, 2.02575], [-0.62365, -2.24340, 1.27010], [0.79740, -2.87524, 2.04805], [-0.41480, -2.09235, 3.02999], [1.83957, -0.88371, 2.35091], [1.06976, -0.59024, 0.80869], [0.91233, 1.32269, 2.32334], [0.10170, 0.40386, 3.55595], [-1.32494, 0.41609, 0.91338], [-1.06133, 1.98810, 1.64701], [-2.87082, 1.69293, 2.85407], [-2.04043, 0.45334, 3.80195], [-4.60633, -1.08828, 3.73623], [-2.90695, -2.11971, 1.93575], [-3.58548, -0.24889, 0.32077], [-5.23625, 0.72931, 1.93389], [-5.27377, -1.81711, 1.30969], [-3.08053, -0.10530, -3.06035], [-3.26814, 0.46946, -2.00912], [-3.95281, -0.03174, -4.11873], [-1.97974, -0.88698, -3.28635], [-3.79966, -0.49891, -4.99321], [-4.77613, 0.52493, -3.99211], [-1.31601, -0.96596, -2.53907], [-1.81416, -1.36339, -4.15487], [2.62427, 3.55786, -0.19985], [2.75838, 2.84107, -1.17501], [1.46280, 3.63993, 0.50983], [3.64660, 4.34679, 0.26657], [1.34554, 4.22439, 1.31498], [0.68928, 3.07411, 0.20537], [4.51579, 4.30966, -0.23043], [3.56638, 4.94322, 1.06738], [-0.76845, -2.07657, -7.07722], [-1.59520, -1.36415, -6.53551], [-0.12727, -1.70188, -8.22441], [-0.41780, -3.30036, -6.57995], [0.55781, -2.26667, -8.68797], [-0.36272, -0.80572, -8.60779], [-0.87183, -3.60231, -5.73774], [0.26168, -3.89966, -7.00718], [4.69646, 0.12625, 5.20411], [4.50272, 0.64254, 6.29067], [3.79736, 0.19043, 4.18160], [5.84738, -0.56570, 4.92375], [3.94903, -0.22443, 3.28183], [2.94151, 0.68999, 4.34333], [6.52953, -0.63358, 5.65456], [6.03144, -1.00118, 4.04057]], "mulliken_charge": [-1.1831, -0.0204, -0.4003, 0.2719, -1.4591, -0.8629, 0.2290, 0.4187, 0.2579, -0.1178, 0.2984, 0.0891, 0.3558, 0.0362, 0.1173, 0.3941, 0.4034, -0.0192, 0.0083, 0.2670, -0.0189, -0.0159, 0.4556, -0.5960, -0.3637, -0.2493, 0.1639, 0.2026, 0.1685, 0.1787, 0.6588, -0.6476, -0.3348, -0.3914, 0.1602, 0.1732, 0.2154, 0.1611, 0.6302, -0.6097, -0.4106, -0.3675, 0.1545, 0.2185, 0.2177, 0.1675, 0.5909, -0.6392, -0.2487, -0.3766, 0.1639, 0.1232, 0.2099, 0.1713]}



# 5
{"formula": "C7H12ClFO3", "method": "ωB97M-V with the def2-TZVPD basis set", "e_tot_ev": -28835.334, "largest_force_ev_per_a": 4.1, "orbital_gap_ev": 11.204, "molar_mass_g_mol": 198.62, "lumo_ev": 0.756, "species": ["C", "C", "Cl", "C", "O", "C", "O", "O", "C", "C", "C", "F", "H", "H", "H", "H", "H", "H", "H", "H", "H", "H", "H", "H"], "xyz": [[0.07531, 2.16211, -2.37797], [-0.67254, 2.32840, -1.05204], [-0.45780, 3.98648, -0.38821], [-0.39150, 1.25364, -0.02518], [0.96924, 1.25905, 0.43406], [1.66171, 0.16930, 0.06706], [2.36435, 0.19350, -0.84943], [1.57445, -0.94453, 0.83172], [0.82435, -1.99460, 0.22781], [-0.45591, -2.35865, 0.99222], [-0.58676, -1.73104, 2.36788], [-1.53825, -1.91143, 0.21635], [-0.57453, 2.55982, -3.16097], [0.19156, 1.10291, -2.60676], [1.00796, 2.71454, -2.43217], [-1.73528, 2.24905, -1.27641], [-1.02286, 1.47060, 0.84016], [-0.71686, 0.27991, -0.39865], [0.53822, -1.72869, -0.79119], [1.43102, -2.89476, 0.12019], [-0.56226, -3.43746, 1.10320], [-1.65125, -1.69760, 2.59868], [-0.07048, -2.31601, 3.12805], [-0.20186, -0.71452, 2.43158]], "mulliken_charge": [-1.2028, 0.1458, -0.2153, -0.4473, -0.3079, 0.5920, -0.4358, -0.3606, -0.6910, 0.4253, -1.2808, -0.3375, 0.3880, 0.2637, 0.3158, 0.3560, 0.3264, 0.2719, 0.3509, 0.4520, 0.3930, 0.3456, 0.3695, 0.2831]}



# 6
{"formula": "C13H14Br2N2O3PdS2", "method": "ωB97M-V with the def2-TZVPD basis set", "e_tot_ev": -188064.252, "largest_force_ev_per_a": 0.3, "orbital_gap_ev": [7.572, 6.687], "molar_mass_g_mol": 576.63, "s_squared": 2.01, "lumo_ev": [-0.228, -1.049], "multiplicity": 3, "species": ["Pd", "Br", "C", "C", "C", "Br", "C", "C", "C", "C", "N", "C", "C", "O", "H", "H", "H", "H", "C", "C", "S", "O", "C", "C", "H", "H", "H", "H", "H", "H", "H", "H", "H", "H", "O", "S", "N"], "xyz": [[-1.09153, -0.71551, 1.30777], [3.44173, 0.24171, -0.95734], [2.14707, -1.05684, -1.40169], [2.38091, -1.91114, -2.48650], [1.45492, -2.84714, -2.84848], [1.82033, -3.98366, -4.32162], [0.23632, -2.96075, -2.13940], [-0.79224, -3.87936, -2.44769], [-1.93909, -3.89681, -1.70569], [-2.07700, -2.99220, -0.64203], [-1.14109, -2.13117, -0.33292], [0.01810, -2.09200, -1.04648], [0.99236, -1.11362, -0.63319], [0.77651, -0.32218, 0.37289], [3.30773, -1.81991, -3.03542], [-0.65708, -4.56269, -3.27455], [-2.73848, -4.59108, -1.92129], [-2.97174, -2.98086, -0.03165], [-2.83327, 3.74144, -0.65156], [-2.11387, 2.83986, -1.63972], [-1.02501, 1.59904, -0.91573], [-1.92621, 0.93371, 0.11931], [0.16354, 2.64333, -0.01850], [-0.21420, 2.93612, 1.42388], [-3.67606, 4.22598, -1.14381], [-2.17532, 4.52049, -0.26990], [-3.21690, 3.15773, 0.18441], [-1.49436, 3.39323, -2.34935], [-2.81564, 2.24004, -2.22184], [0.28726, 3.54233, -0.62683], [1.08614, 2.06606, -0.05697], [-1.12605, 3.52087, 1.51349], [0.59969, 3.49609, 1.88548], [-0.33994, 2.01521, 1.99071], [-0.78442, 0.18989, 3.59853], [-0.34675, -1.20123, 3.94257], [-0.44624, -2.15967, 2.81626]], "mulliken_spin": [1.4115, 0.0008, 0.0319, 0.0054, -0.0049, 0.0005, -0.0017, -0.0063, 0.0140, -0.0215, 0.1355, -0.0904, 0.0749, 0.1847, 0.0005, -0.0005, -0.0001, 0.0081, 0.0010, 0.0014, 0.0066, 0.0574, 0.0008, -0.0080, 0.0000, -0.0001, -0.0007, 0.0007, 0.0012, 0.0001, 0.0013, 0.0004, 0.0000, 0.0021, 0.0529, 0.0229, 0.1176]}



# 7
{"formula": "C5H2ClFO", "method": "ωB97M-V with the def2-TZVPD basis set", "e_tot_ev": -22502.693, "largest_force_ev_per_a": 3.8, "orbital_gap_ev": 8.530, "molar_mass_g_mol": 132.52, "lumo_ev": -1.157, "species": ["O", "C", "C", "C", "F", "C", "Cl", "C", "H", "H"], "xyz": [[2.39067, -0.69476, -0.16855], [1.22990, -0.29516, 0.01096], [0.67601, 1.13040, 0.02730], [-0.65821, 0.98452, -0.01044], [-1.59905, 1.83130, -0.07393], [-0.99038, -0.47858, 0.13006], [-2.72339, -0.83804, -0.07949], [0.11173, -1.28229, 0.06378], [1.34702, 2.05277, 0.05572], [0.21569, -2.41016, 0.04459]], "mulliken_charge": [-0.5348, 0.7747, -0.7679, 0.4956, -0.2402, 0.3150, -0.1644, -0.5654, 0.3256, 0.3619]}



# 8
{"formula": "C2H8N2", "method": "ωB97M-V with the def2-TZVPD basis set", "e_tot_ev": -5175.950, "largest_force_ev_per_a": 5.9, "orbital_gap_ev": [4.169, 7.785], "molar_mass_g_mol": 60.10, "s_squared": 2.01, "lumo_ev": [1.162, -3.070], "multiplicity": 3, "species": ["C", "C", "N", "N", "H", "H", "H", "H", "H", "H", "H", "H"], "xyz": [[-1.95487, -0.07039, 0.19828], [1.93960, 0.11111, 0.17567], [-0.57904, 0.43541, 0.08608], [0.60330, -0.46480, 0.09347], [-2.01766, -0.55557, 1.27816], [-2.50869, 0.75988, 0.05302], [-2.18655, -0.70033, -0.64329], [2.05732, 0.42612, 1.30362], [2.55600, -0.71761, -0.10077], [1.89222, 1.10822, -0.45838], [-0.63232, 1.00662, -0.66534], [0.63924, -1.17442, -0.62475]], "mulliken_spin": [0.5258, 1.1236, 0.2474, 1.4537, 0.0094, -0.1305, -0.1329, 0.0417, -0.6033, -0.0051, -0.0731, -0.4567]}



Number 8 is which compound?
C2H8N2